(1)
{
  "formula": "C7H14N2",
  "method": "ωB97M-V with the def2-TZVPD basis set",
  "charge": 0,
  "multiplicity": 1,
  "lumo_energy_ev": 0.89,
  "relative_energy_kj_mol": 103.5,
  "largest_force_ha_per_bohr": 0.0587,
  "species": ["C", "C", "C", "N", "C", "N", "H", "H", "H", "H", "H", "H", "C", "C", "C", "H", "H", "H", "H", "H", "H", "H", "H"],
  "xyz": [[1.963, -1.657, 2.841], [1.308, -1.660, 1.537], [1.908, -1.230, 0.397], [1.069, -1.672, -0.598], [-0.015, -2.277, -0.027], [0.080, -2.278, 1.281], [2.492, -0.779, 3.095], [2.834, -2.388, 2.800], [1.273, -2.113, 3.543], [2.864, -0.780, 0.254], [0.965, -1.311, -1.514], [-0.848, -2.564, -0.802], [-1.862, 0.748, -1.635], [-1.888, 1.971, -0.729], [-0.705, 2.909, -0.973], [-1.118, 0.106, -1.256], [-1.904, 1.026, -2.735], [-2.779, 0.206, -1.449], [-2.784, 2.523, -0.904], [-1.842, 1.560, 0.291], [-0.782, 3.484, -1.899], [-0.506, 3.740, -0.306], [0.278, 2.438, -1.211]],
  "nbo_charge": [-0.65, 0.10, -0.13, -0.53, 0.17, -0.47, 0.22, 0.21, 0.24, 0.22, 0.41, 0.20, -0.61, -0.40, -0.62, 0.20, 0.20, 0.21, 0.20, 0.20, 0.20, 0.21, 0.20]
}


(2)
{
  "formula": "C4H7NO",
  "method": "ωB97M-V with the def2-TZVPD basis set",
  "charge": 0,
  "multiplicity": 1,
  "lumo_energy_ev": 0.12,
  "relative_energy_kj_mol": 370.8,
  "largest_force_ha_per_bohr": 0.0827,
  "species": ["C", "C", "C", "C", "N", "O", "H", "H", "H", "H", "H", "H", "H"],
  "xyz": [[0.109, -0.366, -1.966], [0.029, 0.051, 0.026], [-1.310, 0.121, 0.702], [1.203, 0.176, 0.982], [0.141, 0.661, -1.178], [0.266, -1.487, -1.347], [0.055, -0.364, -2.980], [-1.432, 0.986, 1.221], [-1.594, -0.634, 1.295], [-2.075, 0.107, 0.050], [2.189, 0.093, 0.321], [1.072, -0.586, 1.736], [1.349, 1.241, 1.137]],
  "nbo_charge": [0.44, 0.63, -0.70, -0.72, -0.63, -0.65, 0.16, 0.24, 0.23, 0.23, 0.25, 0.24, 0.27]
}